(1)
9
Properties=species:S:1:pos:R:3:forces:R:3 method="wB97M-V/def2-TZVPD" orbital_gap_ev="7.666 / 8.864" e_tot_ha=-1135.9383 multiplicity=3 homo_ev="-6.89 / -10.28"
C 0.375 0.276 0.237 -2.2 1.4 1.4
C 2.181 0.034 -1.387 -0.1 -1.7 -2.6
F 2.791 -1.039 -0.896 0.2 0.8 -0.1
F 1.624 -0.319 -2.604 0.5 0.3 1.3
S -0.176 -1.285 0.760 0.5 1.1 1.1
Cl 2.981 1.501 -1.463 0.7 0.5 0.2
H 0.763 0.942 1.049 -0.5 -0.5 -1.1
H -0.218 0.680 -0.672 1.4 -0.4 1.6
H -0.182 -1.555 -0.486 -0.5 -1.4 -1.8

=====

(2)
19
Properties=species:S:1:pos:R:3:forces:R:3 method="wB97M-V/def2-TZVPD" orbital_gap_ev="4.993 / 5.306" e_tot_ha=-1303.2762 multiplicity=7 homo_ev="-5.43 / -6.00"
C -1.115 -0.514 -1.489 0.1 1.1 2.2
C -2.109 -1.510 -1.340 0.4 0.2 0.6
C -2.637 -1.444 -0.017 0.6 0.5 -0.3
C -2.001 -0.376 0.680 0.2 -0.3 -0.5
C -1.058 0.233 -0.178 -0.1 -1.4 -2.0
Eu 2.458 0.527 -1.394 -0.5 -0.6 -0.9
P 2.176 2.599 0.653 -0.2 1.5 1.4
H -0.535 -0.263 -2.385 -0.4 -0.1 0.1
H -2.418 -2.212 -2.113 0.1 0.2 0.2
H -3.409 -2.095 0.390 0.2 0.2 -0.1
H -0.455 1.125 0.017 -0.2 -0.1 0.0
H -2.204 -0.074 1.707 0.0 -0.1 -0.3
H 1.889 2.347 2.042 0.1 0.0 -0.6
H 1.224 3.667 0.495 0.4 -0.5 0.0
H 3.299 3.461 0.897 -0.4 -0.4 -0.1
N 1.818 -1.199 0.312 0.3 -0.3 0.4
H 2.514 -1.914 0.527 -0.2 0.1 0.1
H 1.605 -0.692 1.175 -0.2 -0.4 -0.2
H 0.957 -1.668 0.018 -0.2 0.3 0.1

=====

(3)
13
Properties=species:S:1:pos:R:3:forces:R:3 method="wB97M-V/def2-TZVPD" orbital_gap_ev="8.712 / 5.365" e_tot_ha=-1715.7548 homo_ev="-9.63 / -7.57"
C 0.550 -1.228 0.179 1.2 -0.6 -1.2
C 0.754 0.247 -0.124 1.3 1.4 1.2
C -0.583 1.103 -0.076 0.4 -1.6 -1.4
P 3.475 -2.928 -0.334 0.8 1.2 1.5
S 2.054 -2.056 0.934 -0.4 0.2 0.2
S 1.675 0.469 -1.708 -0.5 0.0 0.9
Cl 2.517 -3.672 -1.861 -1.2 -0.8 -1.6
H -0.195 -1.331 0.963 -0.3 -0.4 -0.2
H 0.383 -1.778 -0.794 -0.5 0.4 1.3
H 1.502 0.688 0.661 -1.2 -0.7 -1.3
H -1.186 0.534 -0.942 0.6 1.9 2.1
H -0.227 2.123 -0.381 -1.0 -0.9 0.2
H -1.102 1.097 0.955 0.8 -0.1 -1.8

=====

(4)
15
Properties=species:S:1:pos:R:3:forces:R:3 method="wB97M-V/def2-TZVPD" orbital_gap_ev=7.768 e_tot_ha=-304.6381 homo_ev=-6.87
C 0.353 -1.761 -0.343 -0.5 -1.3 0.7
C 1.935 0.075 -0.443 -1.2 -1.5 -1.5
C -1.029 0.270 -0.207 0.3 -2.4 0.3
C 2.469 1.157 0.293 1.8 -0.3 0.5
C -2.452 0.677 0.041 0.3 -2.7 -0.7
N 1.359 -0.965 -0.268 0.5 -1.1 -0.2
N -0.907 -1.091 -0.227 -0.7 1.6 -0.8
H 0.325 -2.914 -0.282 0.5 2.4 -0.1
H 1.981 1.302 1.213 -0.5 0.2 1.4
H 3.549 0.906 0.442 -0.7 0.6 0.0
H 2.347 2.008 -0.315 0.3 1.3 -0.5
H -2.437 0.714 1.137 -0.6 0.2 -0.1
H -2.712 1.623 -0.396 -0.2 0.3 -0.1
H -3.088 -0.217 -0.336 0.1 1.7 0.7
H -1.693 -1.783 -0.309 0.5 1.2 0.3

=====

(5)
93
Properties=species:S:1:pos:R:3:forces:R:3 method="wB97M-V/def2-TZVPD" total_charge=+1 orbital_gap_ev=7.146 e_tot_ha=-2484.2826 homo_ev=-9.80
Zr -0.167 1.197 0.593 -1.2 0.3 0.6
C -1.910 1.470 3.115 0.2 0.0 0.0
C -2.686 2.520 2.348 0.0 0.2 -0.2
N -2.192 2.683 0.949 0.2 -0.3 0.1
C -2.058 4.091 0.555 0.0 -0.1 0.0
C -0.805 4.681 1.177 0.0 0.0 0.1
N 0.296 3.698 1.236 0.1 -0.4 -0.2
C 0.938 3.668 2.564 -0.1 0.1 -0.1
C 0.087 2.904 3.564 -0.1 -0.1 0.0
N -0.451 1.677 2.948 -0.1 -0.3 0.2
H -2.145 0.488 2.712 0.0 -0.1 0.0
H -2.206 1.469 4.167 0.0 0.1 0.1
H -2.608 3.486 2.847 0.0 0.0 0.0
H -3.740 2.250 2.348 -0.1 0.0 0.0
H -2.860 2.242 0.328 -0.1 0.1 0.0
H -2.934 4.668 0.858 0.0 0.1 0.0
H -2.009 4.128 -0.527 0.0 0.0 -0.1
H -1.017 5.008 2.196 0.0 0.0 0.0
H -0.500 5.570 0.626 0.0 0.1 0.0
H 1.010 3.922 0.549 0.0 0.1 0.0
H 1.121 4.678 2.942 0.0 0.0 0.0
H 1.898 3.180 2.460 0.0 0.0 0.0
H -0.740 3.512 3.931 0.0 0.0 0.0
H 0.697 2.653 4.430 0.0 0.0 0.1
H 0.017 0.862 3.334 0.0 0.0 0.1
C -5.439 -1.958 -1.152 0.0 0.0 0.0
C -5.028 -1.788 0.303 0.1 -0.1 0.0
N -3.718 -2.385 0.602 -0.2 -0.2 0.0
C -3.703 -3.835 0.912 0.0 0.2 -0.1
C -3.264 -4.696 -0.264 0.0 0.0 0.0
C -2.588 -1.694 0.513 0.2 0.0 0.1
S -2.605 -0.072 -0.048 0.3 -0.2 -0.2
N -1.466 -2.409 0.799 -0.4 0.0 -0.2
C -0.316 -1.937 1.130 0.3 0.5 0.3
O -0.059 -0.679 1.448 0.1 -0.3 -0.3
C 0.818 -2.891 1.195 -0.1 0.0 0.0
C 0.579 -4.263 1.110 0.0 -0.1 0.0
C 1.638 -5.153 1.145 0.0 0.0 0.0
C 2.942 -4.681 1.261 0.0 0.0 0.0
C 3.184 -3.319 1.338 -0.1 0.0 0.0
C 2.123 -2.426 1.306 0.1 0.0 0.0
H -6.404 -1.478 -1.317 0.0 0.0 0.0
H -5.540 -3.011 -1.416 0.0 0.0 0.0
H -4.707 -1.499 -1.818 0.0 0.0 0.0
H -5.747 -2.274 0.960 0.0 0.0 0.0
H -4.992 -0.737 0.574 0.0 0.1 0.0
H -4.723 -4.085 1.198 0.0 0.0 0.0
H -3.070 -4.004 1.779 0.1 0.0 0.0
H -3.914 -4.546 -1.127 0.0 0.0 0.0
H -3.313 -5.749 0.016 0.0 0.0 0.0
H -2.242 -4.460 -0.556 0.0 0.0 0.0
H -0.439 -4.620 1.027 0.0 0.0 0.0
H 1.448 -6.217 1.087 0.0 0.0 0.0
H 3.769 -5.379 1.287 0.0 0.0 0.0
H 4.199 -2.952 1.418 0.0 0.0 0.0
H 2.307 -1.364 1.351 0.0 0.0 0.0
C 3.279 3.200 0.139 0.0 0.2 -0.1
Si 2.591 1.478 0.530 0.0 -0.1 -0.2
C 3.364 1.018 2.195 0.2 0.0 0.2
C 3.427 0.458 -0.804 0.0 -0.2 -0.2
C 3.205 0.782 -2.148 0.0 -0.1 -0.1
C 3.809 0.067 -3.172 0.0 0.0 0.0
C 4.654 -0.996 -2.872 0.0 0.0 0.0
C 4.901 -1.325 -1.548 -0.1 0.0 0.0
C 4.293 -0.599 -0.527 0.0 0.0 -0.1
H 4.365 3.090 0.081 0.0 0.1 0.0
H 3.073 3.978 0.879 0.1 0.0 0.0
H 2.944 3.562 -0.840 0.0 -0.1 0.1
H 4.425 0.777 2.070 0.0 0.0 0.1
H 2.890 0.177 2.707 0.0 0.0 0.0
H 3.319 1.878 2.871 0.1 -0.1 0.0
H 2.535 1.597 -2.406 0.0 0.0 0.0
H 3.616 0.333 -4.204 0.0 0.0 0.0
H 5.122 -1.560 -3.669 0.0 0.0 0.0
H 5.569 -2.143 -1.308 0.0 0.0 0.0
H 4.514 -0.862 0.502 0.0 0.0 0.0
C 0.347 -1.949 -4.153 0.0 0.0 0.1
C 0.561 -2.066 -2.761 0.0 0.0 -0.2
C 0.396 -0.974 -1.962 0.1 0.0 0.2
C 0.009 0.288 -2.473 -0.1 0.0 0.1
C -0.167 1.427 -1.610 0.2 0.3 -0.4
C -0.437 2.631 -2.227 0.1 0.0 -0.1
C -0.606 2.766 -3.628 0.0 0.0 0.1
C -0.498 1.667 -4.424 0.0 -0.1 0.0
C -0.175 0.400 -3.867 0.0 0.0 -0.2
C -0.004 -0.743 -4.690 0.0 0.0 0.0
H 0.480 -2.813 -4.793 0.0 0.0 0.0
H 0.884 -3.008 -2.333 0.0 0.0 0.0
H 0.653 -1.066 -0.911 0.0 0.0 0.0
H -0.501 3.542 -1.643 0.0 0.1 0.1
H -0.820 3.738 -4.058 0.0 0.0 0.0
H -0.634 1.749 -5.497 0.0 0.0 0.0
H -0.150 -0.640 -5.760 0.0 0.0 0.0

=====

(6)
45
Properties=species:S:1:pos:R:3:forces:R:3 method="wB97M-V/def2-TZVPD" total_charge=+1 orbital_gap_ev="7.028 / 7.644" e_tot_ha=-4407.8162 multiplicity=2 homo_ev="-12.05 / -12.05"
V -0.121 -0.158 -0.866 0.2 0.0 -0.5
O -0.363 3.130 0.962 -0.2 0.0 -0.1
C 0.047 2.493 0.038 0.2 0.0 -0.1
O -0.680 1.528 -0.559 -0.1 -0.1 0.2
C 1.495 2.584 -0.422 0.0 -0.1 0.0
C 2.215 1.550 0.482 0.0 0.0 0.0
C 3.717 1.787 0.515 0.0 0.0 0.0
C 4.134 1.312 -0.896 0.0 0.0 0.0
C 2.804 0.872 -1.489 0.0 0.0 0.0
O 2.074 0.348 -0.331 0.0 0.0 0.1
C 1.908 2.072 -1.851 0.0 -0.1 0.1
C 0.766 1.581 -2.734 0.2 0.3 0.0
O 0.210 2.212 -3.568 0.0 -0.1 0.0
O 0.468 0.255 -2.480 -0.2 0.0 0.1
H 1.833 3.599 -0.232 0.0 0.0 0.0
H 1.742 1.393 1.447 0.0 0.0 0.0
H 3.944 2.833 0.707 0.0 0.0 0.0
H 4.183 1.187 1.293 0.0 0.0 0.0
H 4.596 2.092 -1.497 0.0 0.0 0.0
H 4.822 0.471 -0.845 0.0 0.0 0.0
H 2.867 0.105 -2.253 0.0 0.0 0.0
H 2.433 2.849 -2.401 0.0 0.0 0.0
Cl -3.706 0.682 -1.016 0.0 0.0 0.0
C -3.128 -0.873 -1.450 0.0 -0.2 0.0
C -1.776 -1.176 -1.338 -0.2 0.0 0.2
C -1.360 -2.453 -1.666 -0.2 0.2 0.0
Cl 0.360 -2.713 -1.462 0.2 -0.1 0.0
C -2.204 -3.449 -2.118 0.1 -0.1 0.0
Cl -1.599 -5.003 -2.498 0.0 0.0 0.0
C -3.557 -3.126 -2.245 -0.1 0.0 0.0
Cl -4.650 -4.312 -2.805 0.0 0.0 0.0
C -4.020 -1.846 -1.913 0.0 0.1 0.0
Cl -5.683 -1.479 -2.068 0.0 0.0 0.0
C -0.684 0.407 3.383 0.0 0.0 0.0
N -1.114 -0.933 2.972 0.0 0.0 0.0
C -1.888 -1.729 3.923 0.0 0.0 0.0
C -0.807 -1.397 1.798 0.0 0.1 0.0
O -0.090 -0.751 0.979 0.0 0.0 0.1
H -1.309 0.726 4.212 0.0 0.0 0.0
H -0.796 1.109 2.559 0.0 0.0 0.0
H 0.356 0.383 3.710 0.0 0.0 0.0
H -1.308 -1.875 4.833 0.0 0.0 0.0
H -2.124 -2.698 3.491 0.0 0.0 0.0
H -2.811 -1.207 4.166 0.0 0.0 0.0
H -1.192 -2.383 1.535 0.0 0.0 0.0